C12H21Br2N2O9PSc | wB97M-V/def2-TZVPD

CARTESIAN COORDINATES (ANGSTROEM)
Sc -0.07102 -1.02869 -0.59639
O -0.26947 -3.69695 1.70145
C -0.51271 -2.52384 1.80472
O -1.10860 -1.78676 0.86232
C -0.08362 -1.71031 3.02160
C -1.09659 -0.67504 3.56362
C -0.81803 -0.47838 5.05096
C 0.54601 0.24983 4.98999
C 0.69011 0.49750 3.48187
O -0.66288 0.58307 3.01570
C 1.16619 -0.76440 2.77142
C 1.36466 -0.52443 1.29904
O 1.63111 -1.50704 0.53514
O 1.06550 0.57367 0.74782
H 0.16221 -2.43871 3.79347
H -2.12985 -0.85952 3.28238
H -0.78559 -1.41636 5.60158
H -1.58057 0.15690 5.49853
H 1.36824 -0.34673 5.38364
H 0.52530 1.18756 5.54131
H 1.23561 1.40031 3.21340
H 2.08193 -1.19595 3.17833
Br 0.63713 -3.55061 -1.78751
C -0.28773 -3.56677 -3.45293
Br 0.50840 -2.53761 -4.90749
H -1.28842 -3.18801 -3.27906
H -0.26471 -4.59745 -3.79020
O -1.79162 -1.33924 -1.92191
C -2.37507 -0.33011 -1.47518
O -1.75864 0.45133 -0.67837
H -3.41335 -0.11061 -1.74349
N -0.38026 2.57661 -0.04125
C 0.24445 2.85468 -1.36594
P 0.15393 1.52034 -2.61996
O -1.11617 1.59661 -3.40121
O 0.71282 0.22170 -2.09423
C 1.40109 2.05071 -3.88694
N 0.87198 1.41500 -5.15237
H -1.30588 2.12598 -0.16162
H -0.46098 3.43280 0.50370
H 0.18563 1.87078 0.50031
H 1.29131 3.11122 -1.19047
H -0.26035 3.71772 -1.80198
H 2.40545 1.67876 -3.70379
H 1.41787 3.12642 -4.05336
H 1.16347 1.90524 -5.99600
H -0.17681 1.43119 -5.03122
H 1.16849 0.43764 -5.20943

- HOMO energy (eV) = -11.77
- relative energy (zero: lowest compared OMol25 entry of this formula, charge and spin) (eV) = 1.468
- total charge = +1
- spin multiplicity = 1

***

C2H5N2OP | wB97M-V/def2-TZVPD

CARTESIAN COORDINATES (ANGSTROEM)
H -2.27076 1.87757 0.29674
N -2.25015 0.84546 0.36382
N -1.28933 0.36559 -0.28918
P -0.98832 -1.31709 -0.02314
C 0.93764 -1.05548 0.30963
C 1.51406 0.09784 0.20373
O 1.04145 1.30101 -0.19234
H -0.62143 -1.50104 -1.30991
H 1.35066 -1.99099 0.69945
H 2.51755 0.34884 0.56382
H 0.05864 1.02829 -0.62263

- HOMO energy (eV) = -8.90
- relative energy (zero: lowest compared OMol25 entry of this formula, charge and spin) (eV) = 3.398
- spin multiplicity = 1
- SMILES = [H]/N=N/P/C=C\O

***

C5H13NO3 | wB97M-V/def2-TZVPD

CARTESIAN COORDINATES (ANGSTROEM)
C -1.52566 0.79383 -1.41074
N -1.60113 1.04486 0.01117
C -1.58051 0.03820 0.96599
O -0.70015 -0.10757 1.79607
O -2.87259 -0.16330 1.42170
H -1.24825 1.70856 -1.93636
H -0.75063 0.04713 -1.56174
H -2.42202 0.33305 -1.83109
H -2.25402 1.78604 0.23270
H -2.83116 -0.47057 2.33704
C 2.00089 1.30242 -0.58484
C 1.70687 0.10225 0.27426
O 0.68547 -0.97327 -0.30947
C 0.74935 -2.27382 0.21862
H 2.80135 1.87293 -0.11060
H 1.15608 1.97974 -0.67096
H 2.33975 0.99972 -1.57384
H 1.44912 0.34111 1.30734
H 2.60542 -0.51514 0.37592
H 1.77820 -2.64440 0.29626
H 0.20908 -2.92835 -0.46697
H 0.30456 -2.27343 1.21955

- HOMO energy (eV) = -9.33
- relative energy (zero: lowest compared OMol25 entry of this formula, charge and spin) (eV) = 2.722
- spin multiplicity = 1
- SMILES = CNC(=O)O.CCOC

***

C30H43Co2O7Si4 | wB97M-V/def2-TZVPD

CARTESIAN COORDINATES (ANGSTROEM)
C -2.20879 -0.45016 5.34516
Si -0.76774 -0.93865 4.22871
C 0.75304 -1.02789 5.33050
C -1.11600 -2.60205 3.43135
Si -0.40300 0.46399 2.40932
Si -2.54527 1.07982 1.73768
C -3.73221 1.71151 3.06413
C -2.44300 2.41966 0.42859
C -3.20016 -0.54326 1.02085
Si 0.38266 2.50054 3.30737
C -0.95077 3.45165 4.24532
C 1.80892 2.23250 4.51328
C 0.96797 3.52134 1.83386
O 0.45920 -0.55109 1.01422
C 1.70703 -0.48482 0.63481
C 2.10173 -1.13736 -0.67438
C 3.60438 -1.40880 -0.83458
C 4.41311 -1.14382 0.43801
C 4.10272 0.23079 0.99989
C 2.64027 0.27793 1.47307
H -2.11824 -1.04231 6.26886
H -2.19905 0.61135 5.62526
H -3.17893 -0.68797 4.89082
H 0.67300 -1.95269 5.92000
H 1.68692 -1.07203 4.75707
H 0.81110 -0.18097 6.02572
H -0.92766 -3.37187 4.19243
H -2.15733 -2.68853 3.09955
H -0.45947 -2.79767 2.57323
H -4.75257 1.55937 2.68472
H -3.65573 1.19662 4.02482
H -3.59903 2.78497 3.23778
H -3.09643 2.12921 -0.40647
H -2.80880 3.37243 0.83632
H -1.44212 2.58342 0.01421
H -4.05140 -0.29168 0.37009
H -2.45682 -1.08508 0.41654
H -3.55132 -1.21575 1.81571
H -0.44864 4.24561 4.81976
H -1.67110 3.92953 3.56987
H -1.50604 2.82724 4.95667
H 2.40733 3.15537 4.54741
H 1.44303 2.03159 5.52903
H 2.47953 1.41270 4.22700
H 0.74450 4.57643 2.04825
H 2.05289 3.42984 1.69709
H 0.47925 3.25874 0.88796
H 1.51902 -2.06939 -0.72850
H 3.76924 -2.45724 -1.13340
H 3.97983 -0.76233 -1.63931
H 4.19650 -1.91364 1.18934
H 5.48030 -1.23434 0.20769
H 4.75182 0.44337 1.85391
H 4.26317 1.00017 0.23326
H 2.32655 1.34390 1.53401
H 2.59509 -0.09280 2.51469
O -0.39135 2.37265 -2.21015
C -0.14484 1.37778 -2.80388
Co 0.33973 0.76445 -4.45272
C -1.03881 1.20860 -5.40776
O -1.97230 1.47310 -6.04082
C 1.53456 1.91848 -4.93782
O 2.25627 2.77085 -5.23906
C 0.09110 -1.20814 -4.30884
C -0.53775 -1.81296 -5.51131
C -1.93544 -1.94035 -5.63715
C -2.49957 -2.44635 -6.81235
C -1.67190 -2.79674 -7.88368
C -0.28230 -2.63623 -7.79429
C 0.27966 -2.16969 -6.60456
C 1.06578 -1.55791 -3.42606
C 2.23586 -2.03502 -2.93491
Co -0.21134 -0.59422 -2.57741
C -1.92980 -0.34638 -2.49290
O -3.07465 -0.20674 -2.36646
C 1.53842 -0.02459 -1.55728
O 2.18754 0.98561 -1.69692
C -0.70447 -1.89425 -1.48178
O -1.18990 -2.77394 -0.90011
H -2.58729 -1.64589 -4.81029
H -3.58208 -2.58370 -6.87809
H -2.10357 -3.18233 -8.80538
H 0.38353 -2.89742 -8.62417
H 1.35935 -2.02794 -6.49957
H 2.26421 -3.06901 -2.60675
H 3.16888 -1.59913 -3.30613

- HOMO energy (eV) = -2.29
- relative energy (zero: lowest compared OMol25 entry of this formula, charge and spin) (eV) = 6.620
- total charge = -1
- spin multiplicity = 1

***

C23H53N21O12 | wB97M-V/def2-TZVPD

CARTESIAN COORDINATES (ANGSTROEM)
N 0.43795 4.80458 1.48741
C -0.29795 3.53224 1.75371
C -0.44244 2.55397 0.48833
O -1.85496 2.14906 0.43201
C 0.38752 1.17864 0.72244
C 1.98393 1.38030 0.68648
C 2.53740 2.61114 -0.06367
C 4.08704 2.82878 -0.12925
C 4.98111 1.74596 0.56466
C 6.56630 1.92097 0.46919
C 7.10704 1.31173 -0.95499
C 5.93472 0.73394 -1.87379
O 5.42241 -0.40827 -1.80116
O 5.39806 1.66153 -2.84695
C 4.42560 0.50451 1.33395
N 5.36588 -0.41170 1.92315
C 4.72043 -1.47339 2.62070
C 3.17358 -1.60859 2.71340
N 2.20288 -0.75505 2.10964
C 2.89215 0.30437 1.42265
H 0.80238 4.86589 0.53017
H 1.15558 5.00543 2.19667
H -1.36931 3.83127 2.06633
H 0.18775 2.94381 2.60485
H -0.22406 3.04102 -0.52647
H -1.94915 1.43079 -0.23653
H 0.11184 0.65696 1.71139
H 0.15009 0.42406 -0.12702
H 1.88371 3.38339 -0.59764
H 4.62180 3.69074 -0.65417
H 6.89219 3.01763 0.62022
H 7.11858 1.31791 1.27792
H 7.59596 2.20563 -1.49571
H 7.84700 0.46381 -0.77070
H 4.99461 1.16168 -3.59126
H 5.36706 -2.26847 3.14081
H 2.76488 -2.49232 3.33502
N -3.33515 -2.05047 -2.13830
C -2.26216 -1.33345 -1.73427
N -1.06101 -1.86518 -2.06582
O -2.37461 -0.28421 -1.11658
H -3.27273 -2.91390 -2.64743
H -4.24823 -1.68137 -1.90871
H -0.23908 -1.35714 -1.78060
H -0.95090 -2.72469 -2.57233
N 5.95976 4.13305 5.30202
C 4.96166 3.48105 4.65445
N 5.28375 2.23682 4.22385
O 3.86005 3.97661 4.47386
H 6.87132 3.74398 5.46065
H 5.75929 5.06113 5.63762
H 4.56827 1.71985 3.73746
H 6.18272 1.81205 4.36208
N -5.21270 -4.15305 -0.60748
C -6.41509 -4.10621 -1.21767
N -7.36984 -4.87967 -0.64886
O -6.62038 -3.41411 -2.20976
H -5.01728 -4.71112 0.20638
H -4.48218 -3.58693 -1.00377
H -8.28230 -4.87120 -1.07519
H -7.21477 -5.45144 0.16495
N -5.18964 -8.28569 -0.10960
C -4.80423 -7.54605 0.95864
N -3.64319 -7.93965 1.53197
O -5.45590 -6.59578 1.37268
H -4.67044 -9.06778 -0.46478
H -6.04978 -8.02302 -0.56395
H -3.32214 -7.41240 2.33230
H -3.09497 -8.71509 1.20772
N -7.20573 1.78563 -2.38885
C -6.27488 1.12498 -1.65707
N -5.02800 1.65485 -1.71072
O -6.53971 0.12731 -0.99951
H -7.00965 2.60474 -2.93447
H -8.14591 1.42094 -2.37414
H -4.30798 1.18901 -1.17820
H -4.78925 2.47104 -2.24362
N 5.78406 6.43539 -0.88729
C 6.71264 6.57119 0.09050
N 6.44635 7.54549 0.99367
O 7.71196 5.86915 0.15245
H 4.95653 7.00025 -0.95681
H 5.94744 5.72084 -1.57790
H 7.11350 7.67722 1.73644
H 5.63211 8.13176 0.96034
N 0.14040 -6.85976 5.17634
C -0.86261 -7.48178 4.51146
N -0.56568 -8.73216 4.07768
O -1.94906 -6.95716 4.31823
H 1.03950 -7.27256 5.34593
H -0.04181 -5.92849 5.51485
H -1.28632 -9.22803 3.57919
H 0.32021 -9.18022 4.22651
N 3.21887 4.84896 -5.93747
C 3.39031 4.85692 -4.59256
N 4.26458 3.93240 -4.12615
O 2.80267 5.63665 -3.85750
H 3.69172 4.21736 -6.55791
H 2.57613 5.52240 -6.32211
H 4.41864 3.90647 -3.13144
H 4.75737 3.28358 -4.71152
N -10.50427 -1.87343 -4.00120
C -10.11680 -1.13534 -2.92938
N -8.96351 -1.54077 -2.35209
O -10.76211 -0.17865 -2.52004
H -9.99027 -2.66057 -4.35296
H -11.35907 -1.60314 -4.45973
H -8.64066 -1.01764 -1.55194
H -8.41941 -2.32371 -2.67428

- HOMO energy (eV) = -8.06
- spin multiplicity = 1
- SMILES = NC[C@H](O)Cc1ccc(CCC(=O)O)c2nccnc12.NC(N)=O.NC(N)=O.NC(N)=O.NC(N)=O.NC(N)=O.NC(N)=O.NC(N)=O.NC(N)=O.NC(N)=O

***

C18H40N5P3SeTb | wB97M-V/def2-TZVPD

CARTESIAN COORDINATES (ANGSTROEM)
Tb -0.31383 -1.19931 0.45224
P -0.14043 0.63477 2.50742
P -2.97909 -0.18439 -0.16472
P 2.60780 -1.22020 0.45851
H -0.73436 0.12256 -2.08915
C 0.06154 -0.60419 -1.90982
C -0.18218 -1.95185 -1.82816
H -1.18020 -2.40325 -1.97596
C 0.19350 2.40535 2.23281
C -1.70846 0.68183 3.44373
C 1.11987 0.19991 3.75580
C -3.80282 -0.66579 -1.73401
C -4.24647 -0.72286 1.05050
C -3.35970 1.61652 -0.20622
C 3.48480 -2.03968 -0.92811
C 3.28987 -2.13926 1.89453
C 3.61063 0.31404 0.57046
H 1.06588 -0.18172 -1.94567
H 0.60647 -2.72159 -1.82962
H 0.18880 2.94032 3.19312
H -0.57404 2.82711 1.56763
H 1.17519 2.51791 1.74877
H -1.55024 1.25839 4.36396
H -2.02197 -0.33934 3.71250
H -2.49920 1.15482 2.84379
H 0.98646 0.85613 4.62499
H 2.13027 0.33895 3.34555
H 0.99700 -0.84664 4.07333
H -4.62055 0.03189 -1.96491
H -4.21764 -1.68079 -1.66813
H -3.07858 -0.62538 -2.55682
H -5.17457 -0.14994 0.92091
H -3.87563 -0.57363 2.07281
H -4.45772 -1.78763 0.89437
H -4.38372 1.81420 -0.56433
H -2.65165 2.12091 -0.87803
H -3.25584 2.04456 0.80037
H 4.55807 -1.80914 -0.87893
H 3.09175 -1.67668 -1.88543
H 3.34883 -3.12837 -0.88412
H 4.38630 -2.18566 1.84028
H 2.88377 -3.15798 1.88698
H 2.98768 -1.64615 2.82669
H 4.68119 0.10963 0.40186
H 3.48992 0.76853 1.56335
H 3.25464 1.03086 -0.18310
C 1.24037 3.66800 -3.07921
C 0.82658 2.70742 -4.02121
C 1.02877 2.92631 -5.38538
C 1.60907 4.11938 -5.82559
C 1.96223 5.10901 -4.90331
C 1.77266 4.88844 -3.54225
Se 1.13761 3.35378 -1.17657
H 0.48437 1.99789 -1.23662
H 0.36101 1.78232 -3.68150
H 0.73167 2.15889 -6.10615
H 1.78096 4.27298 -6.88654
H 2.38645 6.04562 -5.25416
H 2.05185 5.65873 -2.83136
N -1.85015 -4.19574 3.88874
N -1.62235 -4.16344 2.51914
N -0.92416 -5.25301 2.02177
C -0.29625 -4.72338 0.98754
N -0.37446 -3.37062 0.94147
N -1.14914 -3.00259 1.98605
H -2.67022 -3.65316 4.12153
H -1.91292 -5.14567 4.21975
H 0.23470 -5.32895 0.27185

- HOMO energy (alpha / beta) (eV) = -14.81 / -14.81
- total charge = +3
- spin multiplicity = 7

***

C5H7O2S | wB97M-V/def2-TZVPD

CARTESIAN COORDINATES (ANGSTROEM)
C 3.75313 -0.60193 -0.03776
C 3.11772 0.57534 0.15229
C 1.66216 -1.08134 0.07218
C -1.94099 0.34892 -0.31368
C -1.53905 -0.82560 0.52995
O 2.81755 -1.63016 -0.07415
O 1.78618 0.19520 0.29552
S -0.52151 -1.92479 -0.35344
H 4.83268 -0.76505 -0.40079
H 3.51676 1.53618 0.32738
H -2.44503 0.22572 -1.34705
H -2.64191 1.08268 0.01986
H -0.97170 0.72372 -0.74128
H -2.36036 -1.47617 0.89254
H -1.09752 -0.65273 1.49676

- HOMO energy (eV) = -14.15
- relative energy (zero: lowest compared OMol25 entry of this formula, charge and spin) (eV) = 3.352
- total charge = +1
- spin multiplicity = 1

***

C2H8N3O2 | wB97M-V/def2-TZVPD

CARTESIAN COORDINATES (ANGSTROEM)
N 2.48435 -0.65929 -0.21841
N 1.49848 0.13188 0.30179
O 1.66197 1.50128 -0.08637
C -0.03452 -0.46250 0.11567
O -0.22951 -1.63706 -0.15398
C -1.12918 0.58472 0.40202
N -2.34204 -0.09362 -0.15610
H 2.93352 -1.08170 0.71074
H 2.32086 -1.31523 -0.96031
H 2.54513 1.58480 -0.53329
H -0.61880 1.50314 -0.04599
H -1.29659 0.97838 1.37151
H -1.86791 -1.13221 -0.34454
H -2.80892 0.34854 -0.94076
H -3.11683 -0.25113 0.53802

- HOMO energy (eV) = -13.03
- relative energy (zero: lowest compared OMol25 entry of this formula, charge and spin) (eV) = 5.547
- total charge = +1
- spin multiplicity = 1
- SMILES = NN(O)C(=O)C[NH3+]

***

C6H14 | wB97M-V/def2-TZVPD

CARTESIAN COORDINATES (ANGSTROEM)
C -1.73687 1.37050 -1.76986
C -0.74751 1.12342 -0.61499
C -0.49609 -0.32929 -0.30290
C 0.38373 -0.48904 0.92989
C 0.53907 -1.96450 1.26498
C 1.75263 0.18225 0.78402
H -2.10254 0.51564 -2.35947
H -0.83278 1.77611 -2.19091
H -2.50897 2.14541 -1.66146
H 0.26744 1.53756 -0.99434
H -0.99378 1.76270 0.23370
H -0.01203 -0.77366 -1.18964
H -1.43759 -0.88020 -0.16979
H -0.14711 0.00591 1.75779
H 1.12530 -2.09790 2.17834
H -0.43869 -2.43865 1.40878
H 1.05124 -2.48824 0.44778
H 2.35147 0.01390 1.68617
H 2.30298 -0.23625 -0.06927
H 1.68011 1.26435 0.63117

- HOMO energy (eV) = -9.96
- relative energy (zero: lowest compared OMol25 entry of this formula, charge and spin) (eV) = 1.317
- spin multiplicity = 1
- SMILES = CCCC(C)C